[1]
Molecular formula: C33H30F3N4O2PdTe
Method: DFT, wB97M-V/def2-TZVPD

Structure (ORCA input):
```
! RIJCOSX wB97M-V def2-TZVPD def2/J DEFGRID3
* xyz 3 1
Pd 0.123 -1.010 0.417
C 0.047 -0.998 3.346
C 0.744 0.359 3.433
C 0.111 1.500 2.666
C -0.170 2.696 3.314
C -0.716 3.747 2.594
C -0.968 3.572 1.243
C -0.666 2.347 0.677
N -0.138 1.331 1.363
N 0.404 -1.904 2.195
C 1.829 -2.344 2.246
C 2.708 -1.358 1.529
C 4.026 -1.122 1.868
C 4.751 -0.194 1.134
C 4.136 0.477 0.088
C 2.813 0.198 -0.195
N 2.123 -0.711 0.502
C -0.551 -3.055 2.199
C -1.872 -2.593 1.646
C -3.090 -3.116 2.025
C -4.245 -2.622 1.433
C -4.148 -1.603 0.498
C -2.897 -1.117 0.170
N -1.786 -1.617 0.718
H -1.033 -0.853 3.310
H 0.273 -1.577 4.247
H 1.804 0.278 3.177
H 0.730 0.625 4.490
H 0.036 2.802 4.371
H -0.941 4.685 3.082
H -1.392 4.364 0.642
H -0.852 2.168 -0.377
H 1.896 -3.308 1.738
H 2.148 -2.489 3.280
H 4.474 -1.645 2.702
H 5.782 0.013 1.389
H 4.664 1.222 -0.490
H 2.274 0.709 -0.981
H -0.657 -3.456 3.210
H -0.142 -3.840 1.561
H -3.138 -3.894 2.776
H -5.212 -3.019 1.712
H -5.027 -1.179 0.035
H -2.761 -0.309 -0.536
F -1.271 -1.330 -4.787
C -1.377 -1.439 -3.454
F -2.485 -0.850 -3.060
F -1.406 -2.731 -3.134
C -0.143 -0.795 -2.756
O 0.993 -0.743 -3.405
O -0.290 -0.347 -1.639
Te 1.541 -1.683 -5.123
C 3.497 -1.850 -4.560
C 4.357 -0.750 -4.511
C 5.691 -0.977 -4.230
C 6.154 -2.278 -4.031
C 5.292 -3.365 -4.092
C 3.948 -3.159 -4.363
C 1.655 0.035 -6.284
C 2.589 0.001 -7.315
C 2.626 1.068 -8.200
C 1.749 2.133 -8.042
C 0.825 2.145 -7.004
C 0.758 1.082 -6.116
H 3.994 0.253 -4.694
H 6.381 -0.145 -4.187
H 7.206 -2.443 -3.839
H 5.666 -4.369 -3.947
H 3.273 -4.006 -4.421
H 3.283 -0.823 -7.438
H 3.342 1.064 -9.011
H 1.785 2.962 -8.735
H 0.147 2.980 -6.889
H 0.026 1.094 -5.320
*
```

## Properties
Total energy   -63664.6026 eV
HOMO-LUMO gap   6.908 eV
Energy relative to the best compared isomer or geometry (same formula, charge and spin)   0.00 kcal/mol

Results of the Löwdin charge analysis, in e, for atoms 1 through 2: Pd 1.046; C -0.119


[2]
Molecular formula: C33H31BF3NO3
Method: DFT, wB97M-V/def2-TZVPD

Structure (ORCA input):
```
! RIJCOSX wB97M-V def2-TZVPD def2/J DEFGRID3
* xyz 0 1
C 4.888 3.175 -4.662
C 4.307 2.090 -3.812
C 3.498 1.101 -4.389
C 3.034 0.040 -3.633
C 3.356 -0.065 -2.249
C 3.016 -1.259 -1.533
C 2.346 -1.325 -0.277
C 2.300 -0.279 0.683
C 1.931 -0.541 1.997
C 1.496 -1.827 2.345
O 1.228 -2.212 3.649
C 0.372 -1.464 4.465
C -0.843 -2.063 4.813
C -1.777 -1.323 5.536
C -1.472 -0.021 5.953
C -0.224 0.535 5.653
C 0.720 -0.191 4.920
C 1.367 -2.833 1.373
C 1.752 -2.567 0.085
C 4.083 0.994 -1.657
C 4.567 2.038 -2.436
H 5.455 3.883 -4.052
H 5.567 2.752 -5.412
H 4.114 3.728 -5.207
H 3.243 1.178 -5.449
H 2.413 -0.741 -4.077
H 2.991 -2.185 -2.122
H 2.589 0.732 0.400
H 1.976 0.248 2.749
H -1.045 -3.078 4.475
H -2.741 -1.773 5.770
H -2.208 0.557 6.516
H 0.030 1.543 5.987
H 1.704 0.220 4.694
H 0.972 -3.804 1.661
H 1.674 -3.341 -0.672
H 4.309 0.957 -0.589
H 5.163 2.831 -1.978
C 9.647 -7.193 -2.184
C 10.045 -6.375 -0.975
C 9.921 -7.166 0.307
C 11.472 -5.885 -1.138
O 9.227 -5.135 -0.903
C 7.886 -5.249 -0.777
N 7.247 -3.982 -0.811
C 5.862 -3.774 -0.750
B 4.871 -5.039 -0.556
F 3.569 -4.488 -0.501
F 4.967 -5.878 -1.661
F 5.237 -5.532 0.702
C 5.607 -2.427 -0.776
C 6.861 -1.730 -0.866
C 7.879 -2.715 -0.898
C 9.216 -2.375 -0.925
C 9.560 -1.012 -0.947
C 8.562 -0.023 -0.921
C 7.209 -0.378 -0.883
O 7.307 -6.307 -0.652
H 9.766 -6.596 -3.096
H 10.298 -8.073 -2.265
H 8.611 -7.527 -2.090
H 10.247 -6.555 1.158
H 8.886 -7.487 0.454
H 10.566 -8.052 0.258
H 11.781 -5.280 -0.276
H 12.154 -6.742 -1.213
H 11.580 -5.285 -2.050
H 4.662 -1.909 -0.671
H 9.966 -3.155 -0.930
H 10.611 -0.720 -0.978
H 8.844 1.031 -0.926
H 6.409 0.361 -0.873
*
```

## Properties
Total energy   -51188.1140 eV
HOMO-LUMO gap   4.359 eV
Energy relative to the best compared isomer or geometry (same formula, charge and spin)   3.59 kcal/mol

Results of the Löwdin charge analysis, in e, for atoms 1 through 2: C -0.044; C -0.251


[3]
Molecular formula: C33H31Br2Cl2F3N3O2Pm
Method: DFT, wB97M-V/def2-TZVPD

Structure (ORCA input):
```
! RIJCOSX wB97M-V def2-TZVPD def2/J DEFGRID3
* xyz 2 5
Pm -0.098 -0.322 0.462
C 1.722 -1.843 2.829
O 1.137 -0.626 2.394
C 1.414 0.645 3.050
C 0.155 1.433 3.204
O -0.516 1.536 1.942
C -1.549 2.623 2.060
H 1.126 -2.206 3.683
H 2.778 -1.751 3.223
H 1.646 -2.516 1.976
H 2.104 1.239 2.379
H 1.872 0.524 3.994
H 0.405 2.434 3.565
H -0.621 1.098 3.899
H -1.011 3.589 2.090
H -2.245 2.421 2.882
H -2.138 2.563 1.093
Br 7.107 3.175 -1.801
C 5.450 2.352 -1.439
C 4.401 2.344 -2.389
C 3.337 1.435 -2.229
C 3.231 0.727 -0.989
C 4.239 0.801 -0.030
C 5.334 1.610 -0.242
N 2.239 -0.222 -0.666
C 1.658 -0.905 -1.691
C 1.155 -2.230 -1.535
C 1.052 -3.011 -2.635
C 0.603 -4.335 -2.516
C 0.267 -4.806 -1.262
C 0.457 -4.006 -0.158
N 0.863 -2.728 -0.301
H 4.539 2.967 -3.272
H 2.574 1.297 -3.059
H 4.280 0.219 0.903
H 6.178 1.659 0.452
H 1.769 -0.475 -2.710
H 1.263 -2.607 -3.651
H 0.458 -4.995 -3.387
H -0.066 -5.809 -1.116
H 0.350 -4.426 0.818
Br -3.052 0.131 -0.630
C -3.627 0.187 1.183
C -4.716 0.943 1.534
C -5.413 0.751 2.743
C -4.964 -0.137 3.674
C -3.865 -0.998 3.312
C -3.445 -2.042 4.187
C -2.459 -2.888 3.791
C -1.741 -2.689 2.626
C -1.989 -1.629 1.780
C -3.217 -0.872 2.006
H -5.038 1.757 0.927
H -6.317 1.307 2.921
H -5.463 -0.202 4.727
H -3.704 -2.093 5.223
H -2.174 -3.704 4.474
H -0.891 -3.348 2.419
Cl -2.332 -3.211 -1.824
C -2.712 -3.322 -3.540
Cl -1.780 -2.096 -4.403
H -3.793 -3.188 -3.633
H -2.284 -4.316 -3.857
F 1.556 3.110 -5.289
C 1.236 4.001 -4.311
F 0.550 5.039 -4.966
F 2.443 4.522 -3.909
C 0.444 3.382 -3.223
C 0.436 3.916 -1.907
C 0.372 3.034 -0.864
N -0.191 1.789 -1.037
C -0.548 1.419 -2.248
C -0.169 2.124 -3.382
H 0.747 4.956 -1.763
H 0.635 3.298 0.164
H -1.098 0.509 -2.362
H -0.356 1.693 -4.367
*
```

## Properties
Total energy   -233110.8861 eV
HOMO-LUMO gap (alpha / beta)   5.308 / 5.312 eV
Expectation value of S²   6.006
Energy relative to the best compared isomer or geometry (same formula, charge and spin)   0.00 kcal/mol

Results of the Löwdin charge analysis, in e, for atoms 1 through 2: Pm 1.716; C -0.046


We obtain maximum force values of 0.00678; 0.04807; 0.09521 Eh/bohr for the records listed above, in that order.